1.
88
Properties=species:S:1:pos:R:3:mulliken_charge:R:1 method="wB97M-V/def2-TZVPD" orbital_gap_ev="5.2 / 5.0" homo_energy_ev="-5.639 / -5.375" s2=0.77 largest_force_ev_per_a=2.2 multiplicity=2 e_above_lowest_kcal_mol=36.00
W 0.600 0.297 -0.059 -0.483
C -1.087 -1.759 1.358 -0.623
C -0.119 -2.569 0.549 0.028
C -0.014 -3.939 0.731 -0.548
C 0.896 -4.662 0.005 -1.106
C 1.662 -3.982 -0.916 -0.966
C 1.524 -2.605 -1.052 -0.224
N 0.662 -1.899 -0.311 0.530
Sb 2.748 -1.703 -2.562 0.808
C 4.050 -0.755 -1.144 -0.265
C 5.405 -0.894 -1.411 -0.866
C 6.312 -0.342 -0.519 -0.700
C 5.809 0.315 0.577 -0.762
C 4.426 0.425 0.773 0.483
C 3.952 1.188 1.979 -1.226
N 3.555 -0.119 -0.085 1.036
C 1.434 -0.119 -3.136 -0.456
C 1.432 0.133 -4.500 -0.743
C 0.779 1.248 -4.993 -0.982
C 0.186 2.088 -4.086 -0.560
C 0.215 1.791 -2.731 0.954
C -0.474 2.623 -1.724 -1.975
N 0.803 0.675 -2.261 0.619
H -2.453 -3.386 1.438 0.657
H -1.678 0.178 1.392 0.428
H -0.811 -1.946 2.410 0.277
H -0.652 -4.429 1.456 0.536
H 0.992 -5.734 0.141 0.472
H 2.380 -4.498 -1.536 0.501
H 5.731 -1.422 -2.300 0.448
H 7.382 -0.410 -0.686 0.407
H 6.473 0.776 1.300 0.494
H 4.638 2.014 2.178 0.502
H 3.952 0.537 2.858 0.418
H 2.955 1.592 1.857 -0.196
H 1.947 -0.551 -5.161 0.480
H 0.738 1.455 -6.057 0.430
H -0.318 2.990 -4.410 0.562
H -1.271 3.185 -2.213 0.838
H 0.207 3.355 -1.300 0.345
H -1.381 2.348 0.182 1.217
O 1.568 -0.465 1.663 -0.195
N 1.174 -0.317 2.916 0.455
C 1.457 -1.341 3.740 -0.445
C 1.117 -1.298 5.059 -0.985
C 0.458 -0.156 5.542 -0.269
C 0.181 0.870 4.694 -0.964
C 0.538 0.819 3.318 0.846
S 0.265 2.036 2.198 -0.358
H 1.964 -2.169 3.266 0.543
H 1.358 -2.135 5.698 0.447
H 0.174 -0.092 6.587 0.389
H -0.318 1.767 5.036 0.484
F 3.677 4.264 -1.934 -0.306
C 3.670 3.125 -1.231 0.728
F 4.800 3.075 -0.502 -0.269
F 3.716 2.105 -2.105 -0.197
C 2.435 3.078 -0.303 0.272
O 2.207 4.077 0.344 -0.636
O 1.834 1.955 -0.307 0.316
C -3.757 1.750 -2.961 -1.569
C -3.571 1.501 -1.441 1.782
C -3.728 2.833 -0.706 -1.948
C -4.714 0.578 -0.998 -1.758
C -2.195 0.903 -1.138 1.018
C -1.034 1.697 -0.611 -1.893
H -4.724 2.232 -3.171 0.467
H -3.724 0.800 -3.498 0.301
H -2.963 2.393 -3.356 0.216
H -4.717 3.247 -0.925 0.521
H -2.983 3.570 -1.013 0.275
H -3.651 2.698 0.377 0.294
H -5.676 1.095 -1.116 0.512
H -4.602 0.289 0.054 0.234
H -4.739 -0.329 -1.603 0.393
Se -1.617 -0.708 -1.781 0.281
N -0.958 -0.395 1.003 1.234
C -2.523 -2.297 1.274 0.451
C -3.371 -1.798 2.412 -1.035
C -4.682 -2.022 2.414 -0.459
C -5.323 -2.647 1.252 -0.275
C -4.674 -2.788 0.097 -0.813
C -3.287 -2.275 -0.059 0.276
N -2.921 -1.983 -1.220 -0.827
H -2.874 -1.312 3.246 0.389
H -5.295 -1.714 3.254 0.448
H -6.373 -2.911 1.309 0.373
H -5.190 -3.093 -0.806 0.467



2.
76
Properties=species:S:1:pos:R:3:mulliken_charge:R:1 method="wB97M-V/def2-TZVPD" orbital_gap_ev=6.0 homo_energy_ev=-11.008 largest_force_ev_per_a=3.0 charge=+1 multiplicity=1 e_above_lowest_kcal_mol=10.38
C -3.552 1.253 5.159 -0.467
C -2.509 2.083 4.730 -0.755
C -1.625 1.646 3.743 -0.104
C -1.702 0.332 3.242 -0.444
C -0.635 -0.188 2.354 1.136
C -0.132 0.679 1.377 -1.506
C 1.088 0.622 0.643 1.125
C 2.252 1.362 1.153 -0.059
C 3.569 0.869 0.966 0.158
C 4.633 1.404 1.696 -0.946
C 4.414 2.450 2.602 -0.387
C 3.137 3.018 2.710 -0.991
C 2.074 2.508 1.962 -0.205
C -0.098 -1.527 2.632 1.031
C 0.650 -2.255 1.687 0.677
C 1.334 -3.415 2.039 -0.190
C 1.142 -3.992 3.300 -0.664
C 0.303 -3.354 4.223 -0.823
C -0.265 -2.122 3.912 -0.683
C -2.781 -0.481 3.655 -0.384
C -3.707 -0.019 4.591 -0.660
H -4.247 1.598 5.926 0.390
H -2.378 3.076 5.164 0.400
H -0.821 2.298 3.392 0.259
H -0.712 1.595 1.214 1.055
H 1.380 -0.299 0.151 -0.060
H 3.740 0.038 0.278 0.337
H 5.636 0.990 1.567 0.422
H 5.235 2.827 3.213 0.432
H 2.966 3.859 3.387 0.421
H 1.085 2.966 2.027 0.458
H 0.673 -1.919 0.655 -0.561
H 2.013 -3.875 1.319 0.336
H 1.634 -4.931 3.558 0.417
H 0.101 -3.808 5.195 0.404
H -0.849 -1.607 4.677 0.448
H -2.880 -1.487 3.241 0.502
H -4.538 -0.661 4.887 0.398
C 1.582 -3.984 -1.526 -1.322
C 1.832 -2.757 -2.251 0.621
C 2.245 -2.499 -3.529 -1.425
C 2.315 -1.079 -3.668 -0.361
C 1.965 -0.544 -2.446 -0.570
C 1.696 0.804 -1.965 0.709
N 1.680 1.773 -3.046 0.103
C 2.871 2.217 -3.734 -1.055
C 0.401 2.046 -3.474 0.054
O 0.093 2.859 -4.339 -0.682
C -0.502 1.149 -2.632 0.581
C -1.898 1.738 -2.396 -1.136
C -3.096 0.907 -2.821 0.807
C -4.363 1.387 -2.456 -0.421
C -5.523 0.697 -2.808 -0.607
C -5.433 -0.491 -3.549 -0.444
C -4.176 -0.969 -3.935 -0.778
C -3.010 -0.271 -3.586 -0.297
N 0.324 0.933 -1.411 -0.232
O 1.658 -1.571 -1.589 0.061
H 1.351 -4.771 -2.254 0.423
H 2.479 -4.307 -0.977 0.204
H 0.752 -3.901 -0.816 0.326
H 2.473 -3.230 -4.298 0.500
H 2.597 -0.527 -4.562 0.584
H 2.475 1.087 -1.260 0.335
H 2.582 2.731 -4.653 0.355
H 3.437 2.908 -3.097 0.283
H 3.522 1.369 -3.975 0.384
H -0.578 0.191 -3.181 0.190
H -1.995 2.003 -1.332 0.286
H -1.948 2.689 -2.958 0.445
H -4.420 2.319 -1.889 0.393
H -6.497 1.085 -2.506 0.378
H -6.336 -1.038 -3.825 0.370
H -4.090 -1.889 -4.515 0.373
H -2.045 -0.655 -3.922 0.464
H -0.045 0.056 -1.048 0.186



3.
84
Properties=species:S:1:pos:R:3:mulliken_charge:R:1 method="wB97M-V/def2-TZVPD" orbital_gap_ev="7.1 / 7.7" homo_energy_ev="-13.595 / -13.608" s2=0.77 largest_force_ev_per_a=1.5 charge=+2 multiplicity=2 e_above_lowest_kcal_mol=10.58
V -0.033 -0.674 1.534 0.188
N 4.057 -1.228 2.520 -0.281
C 2.713 -1.234 2.497 0.609
S 1.910 0.330 2.420 -0.491
N 2.090 -2.374 2.570 -1.427
N 0.722 -2.133 2.731 1.158
C 0.131 -2.794 3.650 -0.624
C -1.206 -2.489 4.097 0.915
C -1.823 -3.274 5.079 -0.917
C -3.036 -2.876 5.619 -0.799
C -3.633 -1.683 5.219 -0.586
C -3.049 -0.871 4.252 -0.544
C -1.852 -1.307 3.701 0.292
O -1.267 -0.556 2.720 0.420
H 4.556 -0.356 2.568 0.237
H 4.540 -2.079 2.768 0.268
H 0.711 -3.550 4.183 0.469
H -1.344 -4.181 5.416 0.474
H -3.514 -3.481 6.371 0.459
H -4.565 -1.379 5.671 0.453
H -3.497 0.056 3.932 0.519
O 0.800 -0.665 -0.223 1.409
P 1.654 0.234 -1.137 0.502
C 1.287 1.941 -0.694 -1.370
P -0.439 2.146 -0.146 0.698
O -0.660 1.240 1.055 -0.634
C -0.619 3.856 0.294 0.494
C -1.535 4.691 -0.337 -0.441
C -1.646 6.014 0.058 -0.808
C -0.853 6.501 1.083 -0.548
C 0.055 5.669 1.726 -0.803
C 0.172 4.350 1.336 -0.599
C -1.475 1.741 -1.540 0.332
C -2.510 0.830 -1.377 -0.710
C -3.316 0.499 -2.455 -0.460
C -3.089 1.079 -3.691 -0.683
C -2.055 1.993 -3.859 -0.801
C -1.251 2.326 -2.787 -0.065
C 3.396 -0.077 -0.978 0.750
C 3.822 -1.400 -1.103 -0.499
C 5.174 -1.686 -1.117 -0.825
C 6.102 -0.657 -1.010 -0.510
C 5.683 0.658 -0.886 -0.865
C 4.328 0.954 -0.871 -0.422
C 1.145 -0.114 -2.811 0.681
C 0.044 -0.928 -3.053 0.121
C -0.336 -1.191 -4.358 -0.685
C 0.364 -0.631 -5.413 -0.681
C 1.460 0.186 -5.174 -0.793
C 1.860 0.436 -3.875 -1.036
H 1.507 2.620 -1.522 0.864
H 1.916 2.216 0.164 0.862
H -2.167 4.316 -1.130 0.406
H -2.357 6.661 -0.432 0.441
H -0.943 7.533 1.388 0.417
H 0.663 6.048 2.534 0.454
H 0.865 3.701 1.859 0.395
H -2.685 0.391 -0.401 0.371
H -4.130 -0.200 -2.327 0.465
H -3.721 0.826 -4.529 0.457
H -1.884 2.446 -4.823 0.492
H -0.454 3.043 -2.927 0.475
H 3.103 -2.203 -1.206 0.325
H 5.508 -2.707 -1.219 0.483
H 7.157 -0.882 -1.032 0.447
H 6.410 1.454 -0.812 0.459
H 4.014 1.984 -0.778 0.407
H -0.508 -1.351 -2.226 0.118
H -1.182 -1.832 -4.551 0.497
H 0.063 -0.835 -6.428 0.452
H 2.011 0.611 -5.998 0.479
H 2.737 1.047 -3.698 0.461
C -3.538 -2.025 1.125 -1.320
C -2.354 -2.714 0.556 0.230
N -1.107 -2.272 0.510 0.982
C -0.368 -3.245 -0.131 -0.630
C -1.182 -4.268 -0.480 -1.041
N -2.435 -3.911 -0.047 0.067
H -3.331 -0.965 1.255 -0.006
H -3.807 -2.437 2.097 0.304
H -4.393 -2.135 0.459 0.555
H 0.693 -3.138 -0.279 0.404
H -0.994 -5.191 -0.985 0.477
H -3.281 -4.446 -0.161 0.214



4.
84
Properties=species:S:1:pos:R:3:mulliken_charge:R:1 method="wB97M-V/def2-TZVPD" orbital_gap_ev=7.1 homo_energy_ev=-6.925 largest_force_ev_per_a=0.4 multiplicity=1 e_above_lowest_kcal_mol=15.13
Mg 0.464 -0.978 0.338 1.603
C 3.170 -0.241 -1.418 -1.676
N 2.832 -0.182 -0.013 -0.054
C 3.140 1.022 0.725 -1.072
C 2.163 1.127 1.855 -0.023
N 1.062 0.430 1.916 0.155
C 0.342 0.949 2.988 -0.089
C -0.918 0.601 3.466 -0.463
C -1.399 1.313 4.547 -0.574
C -0.650 2.339 5.145 -0.548
C 0.603 2.690 4.679 -1.184
C 1.075 1.975 3.585 0.819
N 2.246 2.058 2.840 -0.068
C 1.941 -0.404 -2.267 0.210
N 0.724 -0.580 -1.824 0.357
C -0.075 -0.691 -2.966 -0.047
C -1.441 -0.922 -3.098 -0.235
C -1.962 -0.977 -4.377 -0.853
C -1.151 -0.818 -5.509 -0.452
C 0.210 -0.613 -5.395 -1.238
C 0.723 -0.559 -4.106 0.488
N 2.010 -0.385 -3.623 0.094
H 3.716 0.651 -1.746 0.522
H 3.822 -1.097 -1.612 0.460
H 3.175 -1.013 0.454 0.430
H 4.170 1.069 1.102 0.563
H 2.995 1.888 0.076 0.354
H -1.483 -0.192 2.992 0.445
H -2.377 1.077 4.944 0.435
H -1.065 2.870 5.991 0.386
H 1.177 3.484 5.137 0.425
H 2.997 2.711 2.974 0.207
H -2.064 -1.078 -2.231 0.318
H -3.020 -1.158 -4.510 0.452
H -1.599 -0.871 -6.492 0.394
H 0.843 -0.505 -6.266 0.427
H 2.841 -0.255 -4.171 0.213
C 0.549 3.125 -2.566 -1.647
C 0.398 2.836 -1.075 1.335
C -0.902 3.309 -0.474 0.079
C -1.254 4.646 -0.621 -0.519
C -2.365 5.172 0.013 -1.380
C -3.101 4.352 0.850 -0.591
C -2.793 3.006 1.014 0.761
C -3.559 2.266 2.096 0.090
C -5.042 2.052 1.795 -1.408
C -1.723 2.453 0.274 -0.205
N -1.433 1.068 0.341 1.132
C -2.450 0.289 0.191 -0.694
C -2.445 -1.106 0.465 -0.086
C -3.524 -1.990 0.361 -1.020
C -3.069 -3.212 0.861 -0.870
C -1.742 -3.005 1.246 -0.729
N -1.351 -1.739 1.018 0.529
H 1.485 2.716 -2.956 0.358
H 0.560 4.196 -2.771 0.464
H -0.275 2.686 -3.132 0.365
H 1.209 3.331 -0.525 0.246
H 0.498 1.768 -0.897 -1.043
H -0.626 5.293 -1.223 0.345
H -2.626 6.216 -0.106 0.362
H -3.922 4.770 1.422 0.439
H -3.476 2.868 3.005 0.523
H -3.086 1.312 2.327 -0.481
H -5.543 3.001 1.594 0.377
H -5.543 1.580 2.641 0.410
H -5.190 1.415 0.922 0.281
H -3.400 0.694 -0.168 0.546
H -4.507 -1.753 -0.018 0.543
H -3.622 -4.134 0.950 0.469
H -1.050 -3.724 1.660 0.501
O 3.171 -3.027 0.116 -0.612
B 1.711 -3.011 0.157 0.532
O 1.329 -4.364 -0.012 -0.520
C 2.450 -5.130 -0.139 0.827
C 2.545 -6.492 -0.322 -1.014
C 3.830 -7.027 -0.423 -0.512
C 4.956 -6.217 -0.343 -0.590
C 4.846 -4.837 -0.159 -1.007
C 3.573 -4.321 -0.060 0.494
H 1.657 -7.106 -0.381 0.488
H 3.952 -8.093 -0.565 0.383
H 5.940 -6.662 -0.423 0.389
H 5.722 -4.206 -0.092 0.479



5.
84
Properties=species:S:1:pos:R:3:mulliken_charge:R:1 method="wB97M-V/def2-TZVPD" orbital_gap_ev=7.8 homo_energy_ev=-7.445 largest_force_ev_per_a=2.5 multiplicity=1
Zn 1.078 0.165 -0.239 -0.758
C -2.829 -5.926 2.793 -1.508
C -2.081 -4.631 2.723 1.138
C -1.825 -3.895 3.873 -0.902
C -1.189 -2.667 3.801 -0.240
C -0.793 -2.184 2.571 -0.269
C -0.998 -2.919 1.420 -0.652
C -1.651 -4.135 1.496 -0.864
S 0.005 -0.584 2.415 1.151
O -0.892 0.276 1.671 -0.363
O 0.388 -0.134 3.729 -0.845
N 1.225 -0.837 1.408 0.483
C 2.386 -1.443 1.721 1.378
C 2.633 -2.177 2.871 -0.729
C 3.867 -2.796 3.069 -0.960
C 4.876 -2.692 2.145 -0.929
C 4.680 -1.940 0.974 0.817
C 5.674 -1.757 -0.007 -0.588
C 5.390 -1.021 -1.124 -1.194
C 4.114 -0.458 -1.264 0.404
N 3.168 -0.598 -0.367 0.346
C 3.424 -1.318 0.743 -0.948
H -2.966 -6.243 3.823 0.357
H -2.304 -6.710 2.252 0.359
H -3.812 -5.808 2.338 0.316
H -2.129 -4.290 4.830 0.319
H -0.989 -2.073 4.680 0.532
H -0.637 -2.520 0.484 0.536
H -1.831 -4.709 0.599 0.415
H 1.854 -2.252 3.613 0.431
H 4.028 -3.367 3.973 0.394
H 5.830 -3.172 2.306 0.392
H 6.648 -2.199 0.142 0.435
H 6.125 -0.867 -1.898 0.391
H 3.884 0.138 -2.133 0.216
C -2.590 4.721 0.953 -1.243
N -1.496 3.894 1.393 -0.336
N -0.846 3.019 0.534 1.059
C 0.428 2.774 1.028 0.416
O 1.275 2.054 0.482 -0.495
C 0.551 3.580 2.196 -1.769
C -0.622 4.254 2.368 1.036
C -0.994 5.274 3.380 -1.559
C -1.577 2.264 -0.394 -1.103
C -0.906 1.928 -1.687 1.769
C -1.868 1.368 -2.782 -0.215
C -3.304 1.282 -2.423 -1.053
C -3.723 1.429 -1.163 -0.937
C -2.847 1.908 -0.127 -0.128
H -3.063 4.257 0.091 0.500
H -2.250 5.722 0.668 0.363
H -3.329 4.816 1.748 0.356
H 1.412 3.580 2.833 0.489
H -0.255 5.293 4.174 0.392
H -1.971 5.056 3.807 0.332
H -1.039 6.261 2.917 0.294
H -0.241 2.736 -1.995 0.219
H -1.729 1.782 -3.785 0.531
H -3.989 1.022 -3.218 0.408
H -4.759 1.270 -0.903 0.448
H -3.255 2.049 0.862 0.717
C 2.369 2.306 -3.846 -1.115
S 2.492 2.638 -2.020 1.015
C 2.069 4.444 -2.215 -1.396
O 3.928 2.636 -1.747 -0.717
H 2.882 3.082 -4.401 0.450
H 1.327 2.231 -4.135 0.247
H 2.857 1.354 -4.020 0.347
H 1.172 4.553 -2.813 0.339
H 2.909 4.941 -2.690 0.519
H 1.911 4.862 -1.226 0.314
C -0.290 0.523 -1.617 0.715
C -1.161 0.039 -2.522 0.350
C -1.565 -1.271 -3.020 -0.504
C -1.614 -1.547 -4.384 -0.404
C -2.109 -2.756 -4.840 -0.573
C -2.580 -3.698 -3.941 -0.512
C -2.552 -3.428 -2.582 -0.622
C -2.050 -2.222 -2.123 -0.179
H -1.265 -0.804 -5.088 0.445
H -2.131 -2.953 -5.903 0.385
H -2.979 -4.635 -4.299 0.389
H -2.927 -4.164 -1.883 0.411
H -2.061 -1.978 -1.072 0.543



6.
75
Properties=species:S:1:pos:R:3:mulliken_charge:R:1 method="wB97M-V/def2-TZVPD" orbital_gap_ev=5.5 homo_energy_ev=-10.695 largest_force_ev_per_a=2.5 charge=+1 multiplicity=1
C 5.841 2.969 1.754 -0.606
C 5.170 2.239 2.736 -1.057
C 4.051 1.477 2.396 -0.295
C 3.598 1.428 1.076 -0.741
C 2.299 0.689 0.735 4.115
C 2.060 -0.496 1.686 1.144
C 0.752 -0.828 2.057 -0.633
C 0.504 -1.912 2.904 -0.752
C 1.562 -2.709 3.340 -0.855
C 2.869 -2.404 2.954 -1.169
C 3.118 -1.306 2.123 -0.190
C 1.176 1.731 0.872 -0.499
C 0.857 2.187 2.159 0.009
C -0.017 3.263 2.335 -1.016
C -0.607 3.871 1.218 -0.728
C -0.342 3.374 -0.061 -0.704
C 0.557 2.314 -0.235 -0.280
C 2.354 0.134 -0.693 -1.964
C 3.559 -0.773 -1.037 -0.726
C 2.984 -1.846 -1.968 -0.831
C 1.479 -1.872 -1.673 -0.575
N 1.156 -0.596 -1.053 0.374
C 4.230 2.216 0.106 -0.333
C 5.360 2.971 0.442 -1.036
H 6.728 3.547 2.014 0.399
H 5.499 2.242 3.775 0.418
H 3.543 0.910 3.181 0.372
H -0.091 -0.217 1.718 0.451
H -0.522 -2.107 3.220 0.485
H 1.373 -3.580 3.967 0.415
H 3.712 -3.007 3.300 0.450
H 4.153 -1.055 1.872 0.479
H 1.298 1.706 3.037 0.368
H -0.227 3.619 3.346 0.441
H -1.262 4.736 1.349 0.404
H -0.818 3.808 -0.942 0.523
H 0.762 1.950 -1.243 0.418
H 2.415 0.953 -1.425 1.141
H 4.350 -0.182 -1.510 0.501
H 3.988 -1.237 -0.142 0.169
H 3.121 -1.555 -3.016 0.267
H 3.443 -2.826 -1.810 0.405
H 0.878 -2.023 -2.581 0.313
H 1.232 -2.716 -1.001 0.184
H 0.479 -0.665 -0.300 -0.500
H 3.837 2.257 -0.914 0.365
H 5.856 3.557 -0.334 0.423
C -7.851 1.506 -1.937 -0.808
O -6.586 2.205 -2.052 -0.389
C -5.454 1.588 -1.625 0.839
C -4.212 2.176 -1.988 -0.927
C -3.035 1.511 -1.749 -0.146
C -3.021 0.195 -1.198 0.188
C -1.844 -0.605 -1.198 -0.400
C -1.961 -2.041 -1.220 0.269
C -1.229 -2.907 -0.364 0.348
C -1.439 -4.283 -0.384 -0.852
C -2.360 -4.853 -1.274 -0.467
C -3.076 -4.026 -2.152 -0.808
C -2.891 -2.652 -2.116 -0.434
C -4.277 -0.325 -0.744 -0.271
C -5.459 0.361 -0.912 -0.634
H -8.553 2.162 -2.454 0.253
H -7.816 0.521 -2.427 0.374
H -8.147 1.392 -0.884 0.342
H -4.235 3.140 -2.497 0.469
H -2.086 1.959 -2.040 0.487
H -0.901 -0.097 -1.372 0.763
H -0.519 -2.466 0.339 0.480
H -0.876 -4.923 0.302 0.465
H -2.521 -5.932 -1.283 0.402
H -3.782 -4.452 -2.867 0.406
H -3.465 -2.010 -2.789 0.559
H -4.311 -1.313 -0.283 0.536
H -6.404 -0.070 -0.569 0.409



Record order is preserved below.
E_tot: -146712.3314 -46003.4076 -107623.7640 -59606.1109 -123190.4153 -42483.3868 eV